No. 1
ORCA calculation (ωB97M-V/def2-TZVPD) on C16H26N2O in the gas phase.

```
45
C16H26N2O ωB97M-V/def2-TZVPD
C -0.78 -2.79 -0.91
C -1.13 -2.37 0.51
C -1.52 -0.88 0.61
C -0.39 -0.07 0.18
C 0.55 0.59 -0.17
C 1.71 1.36 -0.58
N 2.93 0.78 -0.06
C 3.17 -0.55 -0.59
C 4.36 -1.19 0.11
C 5.60 -0.33 -0.07
C 5.30 1.08 0.42
C 4.08 1.64 -0.29
C -1.87 -0.53 2.07
C -2.30 0.92 2.26
O -2.70 -0.71 -0.20
C -2.70 0.33 -1.14
C -4.14 0.48 -1.65
C -4.98 1.04 -0.62
N -5.63 1.50 0.20
H -0.51 -3.85 -0.93
H 0.06 -2.21 -1.29
H -1.63 -2.64 -1.56
H -1.97 -2.96 0.87
H -0.27 -2.54 1.17
H 1.71 1.43 -1.68
H 1.62 2.38 -0.17
H 2.27 -1.15 -0.43
H 3.36 -0.51 -1.68
H 4.13 -1.28 1.18
H 4.52 -2.19 -0.29
H 6.45 -0.75 0.48
H 5.87 -0.30 -1.13
H 6.16 1.74 0.25
H 5.10 1.05 1.49
H 3.85 2.64 0.09
H 4.30 1.74 -1.38
H -0.99 -0.74 2.69
H -2.68 -1.19 2.38
H -3.21 1.13 1.70
H -1.51 1.60 1.91
H -2.49 1.12 3.31
H -2.04 0.10 -1.99
H -2.35 1.28 -0.70
H -4.52 -0.50 -1.92
H -4.16 1.14 -2.53
```

Summary:
LUMO energy	0.7	eV
ΔE to the lowest compared entry with this formula, charge and spin	68.7	kcal/mol
E_tot	-22039.607	eV
SMILES	CCC(C#CCN1CCCCC1)(CC)OCCC#N


No. 2
ORCA calculation (ωB97M-V/def2-TZVPD) on C16H26N6O5S in the gas phase.

```
54
C16H26N6O5S ωB97M-V/def2-TZVPD
C 2.21 -4.09 -4.05
S 0.45 -4.09 -3.67
C -0.15 -2.57 -4.46
C -1.34 -2.00 -3.70
O -2.21 -1.36 -4.28
N -1.35 -2.17 -2.36
C -2.34 -1.51 -1.53
C -2.00 -0.06 -1.28
O -0.79 0.00 -0.54
C -0.34 1.32 -0.35
C 0.93 1.28 0.48
N 0.70 0.75 1.82
C 0.98 -0.67 2.02
C 0.23 1.60 2.76
O -0.03 2.76 2.52
C 0.01 1.03 4.16
N -0.19 2.07 5.14
C -1.10 3.06 5.18
N -0.91 3.79 6.25
C 0.16 3.21 6.84
C 0.77 3.71 8.11
N 0.13 4.80 8.59
O 1.71 3.18 8.65
N 0.64 2.16 6.20
C 0.84 -1.38 -4.71
C 0.18 -1.19 -6.09
O 1.01 -0.87 -7.18
C -0.41 -2.60 -5.98
H 2.59 -5.04 -3.68
H 2.40 -4.05 -5.12
H 2.74 -3.29 -3.54
H -0.59 -2.67 -1.94
H -3.31 -1.57 -2.03
H -2.39 -2.04 -0.58
H -1.88 0.46 -2.24
H -2.81 0.43 -0.72
H -0.12 1.79 -1.32
H -1.10 1.92 0.16
H 1.67 0.65 0.00
H 1.32 2.29 0.57
H 0.60 -1.01 2.98
H 0.48 -1.24 1.24
H 2.05 -0.86 1.98
H -0.85 0.36 4.15
H 0.87 0.46 4.51
H -1.85 3.20 4.42
H -0.65 5.20 8.09
H 0.46 5.23 9.44
H 0.81 -0.56 -3.99
H 1.87 -1.72 -4.83
H -0.60 -0.43 -6.07
H 1.66 -1.58 -7.29
H 0.24 -3.33 -6.46
H -1.44 -2.75 -6.30
```

Summary:
LUMO energy	0.2	eV
ΔE to the lowest compared entry with this formula, charge and spin	42.5	kcal/mol
E_tot	-47027.605	eV
SMILES	CS[C@]1(C(=O)NCCOCCN(C)C(=O)Cn2cnc(C(N)=O)n2)C[C@H](O)C1


No. 3
ORCA calculation (ωB97M-V/def2-TZVPD) on C16H26O5 in the gas phase.

```
47
C16H26O5 ωB97M-V/def2-TZVPD
C 3.43 -0.38 -3.82
O 2.21 -0.38 -4.53
C 1.05 -0.64 -3.78
C 0.69 0.42 -2.73
C 1.44 0.31 -1.38
O 2.50 1.23 -1.29
C 0.50 0.42 -0.16
C -0.46 -0.76 -0.09
C -0.25 1.77 -0.13
O 0.63 2.87 -0.22
C -1.09 1.92 1.14
O -0.20 1.95 2.24
C -0.84 1.96 3.49
C -1.55 0.66 3.79
C -0.86 -0.54 3.66
C -1.49 -1.75 3.90
C -2.82 -1.77 4.28
C -3.51 -0.58 4.42
C -2.88 0.63 4.17
O 1.08 -1.89 -3.15
C 1.08 -2.98 -4.05
H 4.21 -0.27 -4.57
H 3.49 0.44 -3.11
H 3.57 -1.33 -3.28
H 0.26 -0.63 -4.56
H 0.88 1.41 -3.16
H -0.38 0.32 -2.56
H 1.91 -0.68 -1.34
H 2.10 2.10 -1.17
H 1.15 0.41 0.72
H -1.31 -0.62 -0.75
H -0.83 -0.92 0.92
H 0.06 -1.67 -0.41
H -0.92 1.85 -1.00
H 1.04 2.96 0.66
H -1.65 2.87 1.10
H -1.81 1.10 1.24
H -1.55 2.80 3.55
H -0.04 2.12 4.22
H 0.18 -0.51 3.36
H -0.94 -2.67 3.79
H -3.31 -2.71 4.47
H -4.55 -0.59 4.71
H -3.43 1.55 4.27
H 1.17 -3.88 -3.44
H 0.15 -3.01 -4.63
H 1.93 -2.92 -4.74
```

Summary:
LUMO energy	0.8	eV
ΔE to the lowest compared entry with this formula, charge and spin	31.9	kcal/mol
E_tot	-27250.336	eV
SMILES	COC(C[C@@H](O)[C@H](C)[C@H](O)COCc1ccccc1)OC


| no. | Kohn-Sham gap (eV) |
| --- | --- |
| 1 | 9.67 |
| 2 | 9.37 |
| 3 | 10.33 |